# 1
Computed, not measured: C27H24AuN7S as an isolated structure, with ωB97M-V/def2-TZVPD.

## Properties
- frontier orbital gap (spin up / spin down) (hartree) = 0.2735 / 0.2057
- electronic energy (eV) = -53334.551
- 2S+1 = 3
- net charge = +2
- M (Da) = 675.57

Last column: Mulliken charge in e.
Atoms and positions in Å:
1 Au -0.39333 0.40545 0.31096  1.06
2 S -0.46675 2.29716 -1.25285  -0.52
3 N -2.28636 3.64479 -2.59367  -0.26
4 N 3.01406 -1.32789 -1.92462  -0.02
5 N -0.05828 -0.78224 2.08719  -0.31
6 N -2.20398 -0.91814 0.46862  -0.17
7 N -3.05871 2.57556 -0.71701  -0.33
8 N 0.95951 -0.84034 -1.25122  -0.15
9 N 1.30765 1.43964 1.39786  -0.47
10 C 3.06264 -1.21864 4.04982  -1.13
11 C 2.15112 -1.25368 -0.89143  -0.48
12 C -2.15002 -1.74416 1.53886  0.39
13 C 3.06301 0.94040 2.96969  0.94
14 C -4.19901 -2.80950 0.83222  -0.58
15 C -4.21671 -1.97666 -0.25579  -0.97
16 C 1.90166 2.57465 1.09609  -0.05
17 C 1.84067 -1.53644 3.45475  -0.41
18 C 3.64742 0.00872 3.86106  -0.75
19 C -1.11784 -2.32982 3.66706  -0.74
20 C 1.16821 -0.61256 2.65122  -0.25
21 C 0.05159 -0.30485 -3.56241  -0.30
22 C 3.65825 2.18129 2.65896  -0.57
23 C 2.72133 -0.83427 -4.39424  -1.01
24 C 3.08161 2.99517 1.72238  -0.91
25 C -1.04577 -1.62329 2.45871  0.49
26 C -2.13766 -3.24868 3.90225  -1.02
27 C 2.33077 -0.95116 -3.06475  0.57
28 C 1.84933 0.61403 2.32629  0.89
29 C -3.11349 -3.47841 2.96103  -0.81
30 C -2.04444 2.87989 -1.54139  0.82
31 C -3.15633 -2.70440 1.77487  0.90
32 C -3.19242 -1.03657 -0.39858  -0.09
33 C 1.75328 -0.43729 -5.29158  -0.47
34 C 1.02865 -0.65625 -2.63119  0.31
35 C 0.43345 -0.19461 -4.88307  -0.82
36 C -1.30937 4.02411 -3.60767  -0.81
37 H -5.00642 -2.02204 -0.99160  0.44
38 H 2.42044 -1.51424 0.12137  0.49
39 H 3.54473 -1.96103 4.67142  0.43
40 H 3.52132 3.94381 1.45042  0.43
41 H -3.17437 -0.35813 -1.24263  0.44
42 H 1.42943 3.18473 0.33756  0.39
43 H 4.56900 2.47407 3.16614  0.46
44 H -3.95969 3.01436 -0.82728  0.23
45 H 2.01140 -0.32910 -6.33611  0.40
46 H -0.30097 0.06834 -5.63329  0.45
47 H -0.97526 -0.14962 -3.26256  0.46
48 H 3.97155 -1.63337 -1.88880  0.22
49 H -3.20986 4.03963 -2.69096  0.25
50 H -2.85317 2.15118 0.17024  0.15
51 H -1.83730 4.23035 -4.53442  0.35
52 H 4.57420 0.26093 4.35951  0.45
53 H -3.87752 -4.22508 3.13381  0.44
54 H -0.38848 -2.14184 4.44042  0.84
55 H 1.43606 -2.52887 3.59080  0.84
56 H -2.15550 -3.78712 4.83975  0.41
57 H -0.60401 3.21162 -3.76614  0.29
58 H -0.75638 4.91402 -3.30625  0.30
59 H -4.98300 -3.54101 0.98255  0.47
60 H 3.73006 -1.06258 -4.71234  0.41



# 2
Computed, not measured: one molecule with the formula C7H5NO3, with ωB97M-V/def2-TZVPD.

## Properties
- frontier orbital gap (hartree) = 0.3417
- electronic energy (eV) = -14968.689
- 2S+1 = 1
- M (Da) = 151.12
- relative energy (zero: lowest compared OMol25 entry of this formula, charge and spin) (kJ/mol) = 414.1
- SMILES = O=c1[nH]c2ccc(O)cc2o1

Last column: Mulliken charge in e.
Atoms and positions in Å:
1 O 0.66401 2.22434 -0.31630  -0.41
2 O -2.64335 -0.90475 1.79322  -0.51
3 O 2.94799 2.52358 -0.92398  -0.56
4 N 2.13578 0.55167 -0.74475  -0.17
5 C -0.11196 1.12301 -0.15270  0.51
6 C 1.98896 1.85562 -0.72479  0.38
7 C 0.70758 0.02836 -0.40725  0.45
8 C 0.24523 -1.16351 -0.63296  -0.65
9 C -1.60282 -0.71391 0.67684  0.49
10 C -0.77787 -1.68828 0.14170  -0.34
11 C -1.43365 0.72988 0.32198  -0.87
12 H 3.11453 0.03312 -0.67981  0.31
13 H 1.00935 -1.73974 -1.08028  0.39
14 H -3.20874 -1.64666 1.35168  0.37
15 H -2.11330 1.55990 0.50510  0.39
16 H -0.92175 -2.77264 0.87230  0.21



# 3
Computed, not measured: one molecule with the formula C2H3N3O, with ωB97M-V/def2-TZVPD.

## Properties
- frontier orbital gap (hartree) = 0.3330
- electronic energy (eV) = -8637.925
- 2S+1 = 1
- M (Da) = 85.07
- relative energy (zero: lowest compared OMol25 entry of this formula, charge and spin) (kJ/mol) = 247.9

Last column: Mulliken charge in e.
Atoms and positions in Å:
1 O -0.27341 -1.54131 -0.94270  -0.47
2 N 1.51580 1.05109 0.54724  0.59
3 N -1.33194 0.05630 0.24634  -0.39
4 N 2.05054 1.84273 1.15710  -0.69
5 C -0.16029 -0.39364 -0.25957  0.68
6 C 1.11793 0.08593 -0.20635  -0.55
7 H 0.67489 -1.67252 -1.15459  0.37
8 H -1.40479 0.99784 0.59423  0.21
9 H -2.18873 -0.42642 0.01831  0.24



# 4
Computed, not measured: one molecule with the formula C8H14, with ωB97M-V/def2-TZVPD.

## Properties
- frontier orbital gap (hartree) = 0.3793
- electronic energy (eV) = -8521.767
- 2S+1 = 1
- M (Da) = 110.20
- relative energy (zero: lowest compared OMol25 entry of this formula, charge and spin) (kJ/mol) = 126.7
- SMILES = C=C(/C=C/C)CCC

Last column: Mulliken charge in e.
Atoms and positions in Å:
1 C 0.43146 -2.54168 -2.13539  -1.22
2 C -0.38384 2.37035 3.09851  -1.18
3 C -1.41006 0.28785 -0.91221  -0.92
4 C -0.36556 0.71482 1.25089  -0.60
5 C -0.17429 1.95696 1.67425  0.21
6 C 1.01476 -1.12779 -1.90532  -0.66
7 C -0.34466 0.17480 -0.14187  0.32
8 C 0.86230 -0.66962 -0.44705  -0.49
9 H 0.02307 2.72207 0.93298  0.38
10 H -1.19638 3.08245 3.25462  0.29
11 H 0.52995 -0.47364 -2.62517  0.42
12 H 2.06685 -1.14557 -2.18469  0.34
13 H 1.77729 -0.14989 -0.15214  0.35
14 H 1.02429 -3.35230 -1.70989  0.37
15 H -0.51072 -2.60714 -1.58573  0.32
16 H -2.25750 0.93610 -0.72234  0.33
17 H -0.58538 1.49096 3.70065  0.31
18 H -1.45470 -0.26179 -1.84554  0.23
19 H 0.21824 -2.68958 -3.18638  0.33
20 H 0.49003 2.90494 3.48059  0.31
21 H -0.62017 -0.07037 1.96647  0.19
22 H 0.86502 -1.55193 0.19476  0.36